[1]
{
  "formula": "C2H9N10",
  "method": "ωB97M-V/def2-TZVPD",
  "energy_ev": -17108.2211,
  "charge": 1,
  "lumo_energy_ev": -4.2,
  "relative_energy_kcal_mol": 0.1,
  "largest_force_ha_per_bohr": 0.080,
  "elements": ["C", "C", "N", "N", "N", "N", "N", "N", "N", "N", "N", "N", "H", "H", "H", "H", "H", "H", "H", "H", "H"],
  "xyz": [[-1.360, -0.007, -0.244], [0.456, 0.599, 1.269], [3.007, -0.512, 1.632], [-2.623, -0.318, -0.404], [2.277, -1.106, 2.320], [1.393, 0.605, 0.344], [-3.431, 0.065, -1.305], [2.669, 0.653, 0.731], [-0.568, -0.283, -1.237], [-4.464, -0.762, -1.509], [3.574, 0.569, -0.288], [-0.905, 0.518, 0.940], [0.666, 0.989, 2.401], [4.004, -0.628, 1.470], [-1.045, -0.222, -2.157], [0.388, -0.345, -1.075], [-4.652, -1.590, -0.868], [-5.151, -0.475, -2.224], [3.030, 0.291, -1.136], [4.141, 1.467, -0.425], [-1.410, 0.493, 1.765]],
  "atomic_forces_ev_per_a": [[0.76, 1.44, 0.98], [3.36, 1.93, 1.38], [-0.74, -1.32, 1.18], [-3.82, -0.53, 0.24], [-0.10, 0.13, -0.01], [-2.70, -0.58, 0.69], [0.01, -1.78, -0.02], [0.06, 1.80, 1.21], [-2.18, 0.32, -1.74], [0.58, 0.31, 1.00], [0.76, 1.05, -2.08], [1.77, -1.11, -2.23], [-0.68, -1.25, -2.92], [0.80, -0.14, -0.21], [1.03, -0.63, 0.77], [2.27, 0.39, -0.08], [0.50, 1.48, -1.08], [0.76, -0.08, 0.87], [1.17, 0.42, 0.56], [-1.55, -1.69, 0.18], [-2.04, -0.17, 1.31]]
}

---

[2]
{
  "formula": "C2H9N2",
  "method": "ωB97M-V/def2-TZVPD",
  "energy_ev": -5193.2483,
  "charge": 1,
  "lumo_energy_ev": -4.8,
  "relative_energy_kcal_mol": 16.3,
  "largest_force_ha_per_bohr": 0.019,
  "elements": ["C", "H", "H", "H", "H", "N", "C", "N", "H", "H", "H", "H", "H"],
  "xyz": [[4.613, 1.896, -0.540], [4.811, 2.898, -0.179], [4.996, 1.847, -1.558], [5.117, 1.166, 0.074], [3.547, 1.676, -0.554], [-1.914, -0.317, 1.298], [-1.666, -0.407, -0.012], [-1.928, -1.465, -0.706], [-1.539, -1.056, 1.876], [-2.227, 0.561, 1.677], [-1.222, 0.416, -0.566], [-1.575, -1.539, -1.650], [-2.510, -2.213, -0.346]],
  "atomic_forces_ev_per_a": [[0.01, 0.06, -0.45], [-0.13, 0.09, 0.22], [-0.01, -0.14, 0.01], [0.19, -0.15, 0.17], [-0.06, 0.14, 0.05], [0.19, -0.24, -0.95], [-0.16, 0.52, 0.15], [0.26, -0.43, -0.08], [-0.73, -0.07, 0.38], [0.63, 0.13, 0.35], [-0.29, 0.27, 0.12], [-0.16, -0.07, -0.05], [0.26, -0.10, 0.08]]
}

---

[3]
{
  "formula": "C2H9N2",
  "method": "ωB97M-V/def2-TZVPD",
  "energy_ev": -5193.6633,
  "charge": 1,
  "lumo_energy_ev": -4.2,
  "relative_energy_kcal_mol": 6.7,
  "largest_force_ha_per_bohr": 0.038,
  "elements": ["C", "H", "H", "H", "H", "N", "C", "N", "H", "H", "H", "H", "H"],
  "xyz": [[0.320, 3.015, -0.786], [1.360, 2.906, -1.074], [-0.306, 3.060, -1.676], [0.165, 3.971, -0.287], [-0.088, 2.246, -0.134], [-0.583, -0.342, 0.943], [0.281, -1.060, 0.284], [-0.001, -2.209, -0.310], [-1.429, -0.670, 1.370], [-0.376, 0.632, 1.089], [1.250, -0.654, 0.025], [0.712, -2.598, -0.894], [-0.850, -2.716, -0.081]],
  "atomic_forces_ev_per_a": [[-0.66, 0.71, -0.22], [0.05, -0.25, 0.20], [0.08, -0.19, -0.11], [0.23, -0.04, 0.10], [0.30, -0.20, 0.01], [0.51, 0.41, 0.54], [-0.66, -0.66, -1.71], [0.07, 0.77, 1.37], [-0.37, -0.33, -0.23], [0.23, 0.10, 0.36], [-0.06, 0.36, 0.18], [0.07, -0.58, -0.08], [0.21, -0.08, -0.41]]
}

---

[4]
{
  "formula": "C2H9N2",
  "method": "ωB97M-V/def2-TZVPD",
  "energy_ev": -5193.1601,
  "charge": 1,
  "lumo_energy_ev": -3.5,
  "relative_energy_kcal_mol": 18.3,
  "largest_force_ha_per_bohr": 0.014,
  "elements": ["N", "H", "H", "H", "H", "C", "C", "N", "H", "H", "H", "H", "H"],
  "xyz": [[-1.048, 1.534, -1.225], [-0.485, 0.779, 0.124], [-1.480, 2.432, -1.045], [-1.753, 0.808, -1.286], [-0.564, 1.596, -2.112], [0.926, -1.504, -0.307], [0.871, -0.800, 0.801], [-0.226, 0.177, 1.016], [0.324, -1.263, -1.176], [1.571, -2.365, -0.351], [1.404, -1.016, 1.711], [-1.045, -0.397, 1.234], [-0.085, 0.774, 1.827]],
  "atomic_forces_ev_per_a": [[0.22, -0.33, 0.45], [0.48, 0.01, 0.27], [-0.19, -0.05, -0.03], [-0.40, 0.34, -0.50], [0.07, -0.08, 0.01], [-0.01, 0.21, -0.05], [-0.58, -0.12, 0.39], [-0.26, -0.28, -0.41], [-0.03, -0.14, 0.06], [0.29, 0.07, -0.18], [0.27, -0.02, -0.01], [-0.10, 0.23, 0.07], [0.25, 0.15, -0.08]]
}

---

[5]
{
  "formula": "C2H9N2",
  "method": "ωB97M-V/def2-TZVPD",
  "energy_ev": -5178.1589,
  "charge": 2,
  "lumo_energy_ev": [-11.3, -13.6],
  "relative_energy_kcal_mol": 45.2,
  "largest_force_ha_per_bohr": 0.051,
  "multiplicity": 2,
  "elements": ["N", "H", "H", "H", "H", "C", "C", "N", "H", "H", "H", "H", "H"],
  "xyz": [[2.122, -0.035, -0.074], [0.657, -0.134, 0.273], [2.287, 0.380, -0.988], [2.228, -1.049, -0.112], [2.936, 0.205, 0.499], [-1.867, 0.114, -1.047], [-1.420, 0.389, 0.240], [-0.364, -0.259, 0.890], [-1.278, 0.080, -1.960], [-2.931, 0.326, -1.139], [-1.844, 1.225, 0.804], [-0.111, 0.036, 1.842], [-0.415, -1.277, 0.771]],
  "atomic_forces_ev_per_a": [[-0.96, -0.99, 0.24], [2.40, 1.08, 0.09], [0.02, -0.21, -0.16], [0.33, -0.12, -0.76], [-0.49, 0.64, 0.41], [-0.61, 1.32, 0.50], [0.64, -0.12, 0.73], [-0.47, -0.30, -0.97], [0.22, -0.80, 0.05], [-0.17, -0.09, -0.45], [-0.36, -0.15, -0.11], [-0.45, -0.06, -0.02], [-0.11, -0.20, 0.46]]
}

---

[6]
{
  "formula": "C2H9N2O",
  "method": "ωB97M-V/def2-TZVPD",
  "energy_ev": -7246.9190,
  "charge": -1,
  "lumo_energy_ev": 3.4,
  "relative_energy_kcal_mol": 15.8,
  "largest_force_ha_per_bohr": 0.014,
  "elements": ["N", "H", "H", "H", "C", "O", "C", "N", "H", "H", "H", "H", "H", "H"],
  "xyz": [[2.255, -2.318, 0.104], [2.544, -2.476, 1.054], [3.031, -2.447, -0.530], [1.461, -2.867, -0.175], [-1.288, 1.880, -0.588], [-2.178, 2.856, -0.362], [-1.101, 0.898, 0.584], [-0.218, -0.259, 0.324], [-1.541, 1.207, -1.468], [-0.252, 2.256, -0.843], [-0.696, 1.451, 1.438], [-2.084, 0.530, 0.876], [0.694, 0.066, 0.031], [-0.626, -0.779, -0.445]],
  "atomic_forces_ev_per_a": [[0.42, 0.47, -0.40], [-0.16, -0.18, 0.09], [-0.06, -0.18, 0.07], [-0.07, -0.10, 0.18], [-0.30, 0.23, -0.11], [0.11, -0.12, 0.01], [0.39, 0.02, 0.02], [-0.52, 0.08, 0.42], [0.01, -0.01, -0.04], [0.09, -0.10, 0.03], [-0.04, 0.00, 0.04], [-0.13, -0.06, 0.04], [0.06, -0.08, -0.16], [0.22, 0.02, -0.18]]
}